DFT (ωB97M-V/def2-TZVPD) results for a cluster of 3 separate species, C4H13NO3 in total in a non-equilibrium geometry.

```
21
Properties=species:S:1:pos:R:3:forces:R:3
C -0.610 -0.328 -2.602 0.8 0.1 0.5
C -1.150 0.717 -1.669 -2.6 -0.5 -0.7
O -1.899 0.491 -0.741 1.0 0.2 -0.2
O -1.028 1.961 -2.177 0.7 0.3 0.1
H -0.055 0.137 -3.412 0.0 -0.1 0.0
H -1.422 -0.937 -2.988 -0.2 0.2 0.0
H 0.044 -0.979 -2.028 0.1 -0.1 0.0
H -1.545 2.583 -1.641 0.0 -0.2 0.1
C -0.387 -1.621 2.103 -0.3 -0.1 0.1
N -0.641 -0.201 1.937 -0.5 0.4 0.1
H -1.299 -2.249 2.097 0.3 0.1 0.1
H 0.152 -1.778 3.041 -0.1 -0.1 -0.1
H 0.248 -1.955 1.288 0.1 -0.1 -0.1
H -1.098 -0.028 1.037 0.3 -0.1 0.5
H -1.267 0.128 2.665 0.0 -0.1 -0.1
C 2.284 0.573 0.732 0.2 0.1 0.0
O 1.137 0.433 -0.069 -1.1 1.6 -1.6
H 2.559 -0.435 1.050 0.0 0.1 0.0
H 2.094 1.176 1.620 0.0 0.0 0.1
H 3.115 0.994 0.158 0.1 0.0 0.1
H 0.767 1.318 -0.401 1.3 -1.8 1.2
```
Positions in Å, forces in eV/Å.

The charge is 0. Its spin multiplicity is 1. Its SMILES is CC(=O)O.CN.CO. Its LUMO energy is 0.591 eV. As for the HOMO energy: -0.3107 hartree. The calculation puts the HOMO-LUMO gap at 9.05 eV. Its electronic energy is -11990.858 eV.

Atom charges from the natural (NBO) analysis, given in e for atoms 1 to 8: number 1, C, carries -0.73; number 2, C, carries 0.80; number 3, O, carries -0.61; number 4, O, carries -0.69; number 5, H, carries 0.23; number 6, H, carries 0.25; number 7, H, carries 0.26; number 8, H, carries 0.50

=====

DFT (ωB97M-V/def2-TZVPD) results for the ion C3H6N3 with charge +1 in a non-equilibrium geometry.

```
12
Properties=species:S:1:pos:R:3:forces:R:3
C -2.250 -0.062 -0.223 4.0 3.3 0.8
C 0.777 -0.359 -0.336 0.4 -5.3 -10.1
C -0.906 1.163 0.114 -4.6 -0.8 2.4
N -3.000 -0.915 -0.147 -1.1 -1.1 -0.1
N 1.845 -1.120 -0.022 0.6 -0.3 -1.1
N 0.234 0.456 0.449 -3.8 4.5 4.1
H 0.329 -0.607 -1.389 0.6 0.8 2.5
H -0.722 1.626 -0.780 -0.1 1.1 -2.7
H -1.440 1.920 0.874 1.8 -2.1 -1.4
H 2.383 -1.563 -0.761 0.0 0.0 0.2
H 2.184 -1.082 0.875 1.4 -0.4 2.6
H 0.567 0.544 1.346 0.8 0.3 2.8
```
Positions in Å, forces in eV/Å.

The charge is +1. Its spin multiplicity is 3. As for the expectation value of S²: 2.01. Its LUMO energy (alpha / beta) is -3.647 / -9.717 eV. As for the HOMO energy (alpha / beta): -0.4239 / -0.5915 hartree. The calculation puts the HOMO-LUMO gap (alpha / beta) at 7.89 / 6.38 eV. Its electronic energy is -7664.262 eV.

Atom charges from the Löwdin analysis, given in e for atoms 1 to 8: number 1, C, carries -0.10; number 2, C, carries -0.26; number 3, C, carries -0.02; number 4, N, carries 0.12; number 5, N, carries 0.31; number 6, N, carries 0.05; number 7, H, carries 0.19; number 8, H, carries 0.08

=====

DFT (ωB97M-V/def2-TZVPD) results for a structure of composition C37H46BClN9O4OsPS2 in a non-equilibrium geometry.

```
102
Properties=species:S:1:pos:R:3:forces:R:3
Os -1.134 0.163 -0.208 -3.2 1.5 -0.3
C 1.838 1.598 -2.471 -0.1 0.0 0.2
C 0.648 1.101 -3.193 0.1 0.1 -0.2
C 0.422 1.196 -4.568 -0.2 -0.1 0.2
C -0.798 0.599 -4.770 0.2 0.1 0.2
N -1.262 0.165 -3.587 -0.1 0.0 -0.4
N -0.380 0.485 -2.612 -0.2 -0.1 1.8
B -2.510 -0.627 -3.182 -0.1 0.1 0.3
N -3.377 0.331 -2.336 -0.3 -0.1 -0.4
C -4.601 0.801 -2.610 0.1 0.1 0.2
C -4.979 1.653 -1.595 0.4 -0.1 0.0
C -3.908 1.661 -0.703 -0.2 0.1 0.1
C -3.779 2.376 0.583 0.1 -0.1 0.0
N -2.944 0.865 -1.181 1.5 -0.7 0.5
N -2.031 -1.798 -2.290 0.1 -0.4 -0.8
C -1.989 -3.082 -2.673 0.1 0.4 0.3
C -1.574 -3.845 -1.609 0.2 0.4 0.4
C -1.369 -2.941 -0.567 0.0 -0.9 0.1
C -1.021 -3.314 0.827 0.1 0.2 0.1
N -1.626 -1.696 -1.000 0.3 0.7 0.4
N -3.384 -1.208 -4.273 0.1 0.0 -0.4
C -3.471 -1.135 -5.624 0.0 0.0 -0.4
C -4.554 -1.873 -6.028 0.2 0.2 0.1
C -5.112 -2.383 -4.839 0.6 0.5 -0.3
C -6.306 -3.249 -4.686 0.0 -0.1 0.2
N -4.396 -1.970 -3.814 -0.6 -0.5 1.1
H 2.581 1.951 -3.182 0.0 0.0 0.0
H 2.266 0.796 -1.871 0.1 0.0 0.1
H 1.552 2.427 -1.826 0.1 0.1 0.0
H 1.065 1.637 -5.299 0.2 0.1 -0.2
H -1.338 0.487 -5.684 -0.2 -0.1 -0.1
H -5.135 0.520 -3.496 0.0 -0.2 -0.1
H -5.903 2.186 -1.502 -0.1 0.1 0.0
H -4.671 2.959 0.787 0.0 0.1 0.0
H -2.914 3.037 0.555 -0.1 0.1 0.1
H -3.635 1.648 1.379 0.0 0.1 0.1
H -2.255 -3.388 -3.663 -0.2 0.1 -0.2
H -1.425 -4.903 -1.579 0.0 -0.2 0.0
H -0.880 -4.390 0.882 -0.1 0.0 0.0
H -1.827 -3.025 1.500 -0.1 -0.1 0.0
H -0.106 -2.836 1.168 0.0 0.0 -0.1
H -2.787 -0.581 -6.230 0.1 0.1 -0.1
H -4.901 -2.030 -7.028 0.0 0.0 -0.2
H -6.767 -3.436 -5.651 0.0 0.0 0.0
H -7.031 -2.772 -4.031 -0.1 0.0 0.0
H -6.026 -4.199 -4.234 -0.1 -0.1 0.0
C 3.412 -0.505 3.480 -0.1 -0.3 0.0
C 3.504 -1.996 3.731 0.3 0.5 0.5
C 4.937 -2.424 4.009 -0.3 -0.1 -0.1
O 2.928 -2.739 2.638 -0.1 -0.3 -0.5
P 3.124 -2.660 1.078 -0.2 0.5 -0.3
S 2.302 -4.366 0.403 0.1 0.8 -0.1
S 2.195 -1.138 0.104 0.4 -1.6 0.5
O 4.704 -2.574 0.908 -0.7 -0.1 0.7
C 5.425 -2.349 -0.318 0.4 0.2 -0.8
C 5.592 -0.856 -0.565 0.0 -0.2 0.2
C 4.774 -3.043 -1.501 0.1 -0.1 0.2
H 3.706 0.033 4.378 0.1 0.1 0.1
H 2.399 -0.213 3.207 -0.1 0.1 0.0
H 4.085 -0.233 2.670 0.0 0.1 0.0
H 2.868 -2.279 4.579 0.1 0.0 -0.2
H 5.598 -2.092 3.212 0.0 0.0 0.0
H 5.002 -3.506 4.091 0.0 -0.1 0.0
H 5.268 -1.978 4.946 0.0 0.0 0.1
H 6.405 -2.797 -0.114 -0.2 0.1 0.0
H 4.619 -0.393 -0.713 0.0 0.0 0.0
H 6.192 -0.707 -1.459 0.1 0.0 -0.1
H 6.091 -0.381 0.276 0.1 0.1 0.1
H 3.811 -2.583 -1.718 0.0 0.0 -0.1
H 4.619 -4.097 -1.284 0.0 0.0 -0.1
H 5.412 -2.956 -2.377 0.1 0.1 0.0
N -0.695 1.807 0.626 0.8 -1.7 -0.8
C -0.169 2.521 1.515 -0.1 0.7 0.7
C -0.893 3.602 2.245 -0.6 0.1 0.1
C -0.388 4.900 2.199 0.0 -0.1 -0.1
C -1.020 5.909 2.902 0.0 0.1 0.0
C -2.135 5.632 3.677 0.0 0.0 0.0
C -2.626 4.338 3.737 -0.1 0.0 0.1
C -2.015 3.326 3.019 0.2 -0.1 -0.1
C 1.257 2.441 1.911 0.7 -0.4 -0.5
C 2.206 2.039 0.975 -0.2 0.1 0.2
C 3.554 2.106 1.269 0.1 0.0 0.0
C 3.966 2.516 2.528 -0.1 0.0 -0.1
C 3.024 2.845 3.491 0.1 0.0 0.0
C 1.675 2.822 3.187 -0.2 0.0 0.0
H 0.497 5.114 1.617 0.0 0.0 0.0
H -0.628 6.913 2.860 0.0 0.1 0.0
H -2.612 6.421 4.241 0.0 0.0 0.0
H -3.483 4.115 4.353 -0.1 0.0 0.1
H -2.373 2.313 3.090 -0.1 -0.1 0.0
H 1.860 1.700 0.017 0.1 0.0 -0.1
H 4.279 1.844 0.512 0.1 -0.1 0.0
H 5.020 2.559 2.765 0.1 0.0 0.0
H 3.341 3.132 4.483 0.0 0.0 0.1
H 0.948 3.075 3.943 -0.1 0.1 0.0
Cl -1.035 0.542 4.801 0.1 0.1 0.2
C -1.019 -0.994 3.902 0.0 -0.1 -0.2
C -1.277 -0.635 2.443 0.6 -0.2 0.4
O -2.408 -0.375 2.020 -0.2 0.4 -1.2
O -0.258 -0.586 1.693 0.5 0.1 -0.5
H -1.802 -1.634 4.310 0.1 0.1 -0.1
H -0.028 -1.437 4.019 -0.2 0.0 -0.1
```
Positions in Å, forces in eV/Å.

The charge is +1. Its spin multiplicity is 2. As for the expectation value of S²: 0.90. Its LUMO energy (alpha / beta) is -4.729 / -4.955 eV. As for the HOMO energy (alpha / beta): -0.4142 / -0.4062 hartree. The calculation puts the HOMO-LUMO gap (alpha / beta) at 6.54 / 6.10 eV. Its electronic energy is -107339.951 eV.

Atom charges from the Löwdin analysis, given in e for atoms 1 to 8: number 1, Os, carries 1.62; number 2, C, carries -0.03; number 3, C, carries -0.33; number 4, C, carries 0.01; number 5, C, carries -0.03; number 6, N, carries 0.03; number 7, N, carries 0.06; number 8, B, carries -0.66

=====

DFT (ωB97M-V/def2-TZVPD) results for a cluster of 6 separate species, C40H40BrFO13P2S2 in total in a non-equilibrium geometry.

```
99
Properties=species:S:1:pos:R:3:forces:R:3
C -3.697 5.209 -3.152 -0.1 -0.3 -0.1
C -2.718 4.026 -3.214 0.4 0.6 0.1
P -0.979 4.635 -3.019 0.3 0.9 -0.4
C 0.060 3.713 -4.231 -0.4 -0.3 0.2
C -0.442 4.160 -1.267 -1.0 0.3 -0.6
C -1.024 5.299 -0.409 -0.4 -1.0 -0.1
C -1.447 4.971 1.022 0.1 1.3 -0.1
C -1.762 6.289 1.721 0.3 -0.2 0.2
Br -0.106 4.077 2.112 0.0 -0.3 -0.1
O -1.119 2.950 -0.779 1.0 -0.2 -0.3
S -0.702 1.567 -1.439 -0.1 -1.6 0.3
O -1.321 1.328 -2.697 0.0 0.9 -1.0
O -1.014 0.585 -0.466 -0.1 -0.3 1.3
C 1.096 1.565 -1.591 -0.2 0.9 0.2
C 1.637 2.727 -0.775 0.5 0.1 -0.3
P 3.485 2.835 -0.927 0.3 -0.8 -0.7
S 4.278 1.382 -1.952 0.0 0.0 0.1
C 1.076 4.062 -1.236 0.6 -0.2 0.3
F 1.654 5.041 -0.427 -0.2 0.1 0.1
H -4.342 5.142 -2.289 -0.2 0.1 0.3
H -4.329 5.225 -4.030 -0.3 -0.1 -0.2
H -3.186 6.160 -3.145 0.2 0.3 0.1
H -2.767 3.593 -4.204 0.1 -0.3 -0.2
H -2.959 3.253 -2.500 -0.1 -0.2 0.1
H -0.589 3.447 -5.056 -0.2 0.0 -0.2
H 0.476 2.782 -3.874 0.1 -0.2 0.0
H 0.844 4.347 -4.616 0.1 0.1 0.1
H -0.407 6.180 -0.477 0.4 0.1 0.1
H -1.955 5.552 -0.910 -0.3 0.3 0.0
H -2.367 4.415 0.990 0.1 -0.9 0.2
H -1.801 6.151 2.792 -0.3 -0.1 0.3
H -2.700 6.704 1.374 -0.2 0.1 -0.2
H -0.955 6.985 1.544 0.2 0.3 -0.1
H 1.421 1.560 -2.621 -0.1 0.1 -0.3
H 1.431 0.648 -1.137 -0.1 -0.5 0.0
H 1.433 2.513 0.266 -0.3 0.3 0.4
H 3.963 2.942 0.388 -0.1 0.3 0.0
H 3.731 4.073 -1.539 -0.1 0.2 0.4
H 1.472 4.256 -2.231 0.0 0.1 -0.2
O 0.922 -3.252 -0.523 0.0 0.0 0.0
C 0.313 -3.248 0.524 0.0 0.0 0.0
C -0.096 -4.517 1.180 0.0 0.0 0.0
C -0.766 -4.512 2.329 0.0 0.0 0.0
C -1.130 -3.240 3.002 0.0 0.0 0.0
O -1.740 -3.239 4.053 0.0 0.0 -0.2
C -0.722 -1.975 2.348 0.0 0.0 0.0
C -0.052 -1.979 1.200 0.0 0.0 0.1
H 0.180 -5.432 0.672 0.0 0.0 0.0
H -1.075 -5.424 2.824 0.0 0.0 0.0
H -1.000 -1.060 2.855 0.0 0.0 0.0
H 0.250 -1.066 0.705 -0.1 0.0 0.0
O -1.662 -2.422 8.122 0.0 0.0 0.0
C -1.283 -3.572 8.127 0.0 0.0 0.0
C -0.717 -4.187 9.356 0.0 0.0 0.0
C -0.297 -5.449 9.364 0.0 0.0 0.0
C -0.379 -6.293 8.148 0.0 0.0 0.0
O 0.004 -7.447 8.160 0.0 0.0 0.0
C -0.944 -5.682 6.924 0.0 0.0 0.0
C -1.365 -4.420 6.909 -0.1 0.0 0.0
H -0.666 -3.553 10.232 0.0 0.0 0.0
H 0.120 -5.916 10.247 0.0 0.0 0.0
H -0.993 -6.318 6.049 0.0 0.0 0.0
H -1.780 -3.960 6.017 0.1 0.0 0.2
O 6.156 5.076 -8.792 0.0 0.0 0.0
C 5.409 5.037 -7.841 0.0 0.0 0.0
C 4.886 3.748 -7.321 0.0 0.0 0.0
C 4.063 3.709 -6.277 0.0 0.0 0.0
C 3.635 4.950 -5.589 0.0 0.0 0.0
O 2.885 4.912 -4.635 0.2 0.1 0.1
C 4.156 6.239 -6.105 0.0 0.0 0.0
C 4.979 6.280 -7.149 0.0 0.0 0.0
H 5.211 2.855 -7.838 0.0 0.0 0.0
H 3.670 2.780 -5.882 0.0 0.0 0.0
H 3.829 7.131 -5.587 0.0 0.0 0.0
H 5.372 7.208 -7.542 0.0 0.0 0.0
O 1.437 -12.226 6.052 0.0 0.0 0.0
C 2.187 -11.349 6.425 0.0 0.0 0.0
C 1.670 -10.084 7.003 0.0 0.0 0.0
C 2.494 -9.124 7.409 0.1 0.0 0.0
C 3.966 -9.276 7.303 0.0 0.0 0.0
O 4.720 -8.401 7.674 0.0 0.0 0.0
C 4.485 -10.542 6.724 0.0 0.0 0.0
C 3.660 -11.502 6.318 0.1 0.0 0.0
H 0.594 -9.988 7.076 0.0 0.0 0.0
H 2.133 -8.198 7.832 0.0 0.0 0.0
H 5.562 -10.633 6.655 0.0 0.0 0.0
H 4.016 -12.433 5.895 0.0 0.0 0.0
O -4.503 -0.399 -7.864 0.0 0.0 0.0
C -4.716 0.151 -6.805 0.0 0.0 0.0
C -3.698 0.171 -5.726 0.0 0.0 0.0
C -3.935 0.774 -4.563 0.0 0.0 0.0
C -5.229 1.454 -4.301 0.1 -0.1 0.0
O -5.439 2.007 -3.243 -0.1 0.1 0.0
C -6.248 1.436 -5.380 0.0 0.0 0.0
C -6.010 0.832 -6.541 0.0 0.0 0.0
H -2.762 -0.329 -5.938 0.0 0.0 0.0
H -3.204 0.801 -3.763 -0.1 0.0 0.0
H -7.184 1.937 -5.167 0.0 0.0 0.0
H -6.738 0.806 -7.342 0.0 0.0 0.0
```
Positions in Å, forces in eV/Å.

The charge is 0. Its spin multiplicity is 1. Its SMILES is CCP(C)[C@@]1(C[C@H](C)Br)OS(=O)(=O)C[C@@H]([PH2]=S)[C@@H]1F.O=C1C=CC(=O)C=C1.O=C1C=CC(=O)C=C1.O=C1C=CC(=O)C=C1.O=C1C=CC(=O)C=C1.O=C1C=CC(=O)C=C1. Its LUMO energy is -1.855 eV. As for the HOMO energy: -0.3237 hartree. The calculation puts the HOMO-LUMO gap at 6.95 eV. Its electronic energy is -181747.684 eV.

Atom charges from the Löwdin analysis, given in e for atoms 1 to 8: number 1, C, carries -0.16; number 2, C, carries -0.39; number 3, P, carries 1.06; number 4, C, carries -0.26; number 5, C, carries -0.51; number 6, C, carries -0.21; number 7, C, carries -0.70; number 8, C, carries -0.15